C42H30Br2F4HgN4O4PS as an isolated structure, computed with the ωB97M-V functional and the def2-TZVPD basis.

Cartesian coordinates (Å):
Hg (0.533298, -0.763482, -0.547334)
F (-3.952755, 0.480586, -6.152137)
C (-3.508586, -0.456899, -5.233629)
C (-4.343560, -0.770643, -4.144096)
F (-5.691646, -0.827757, -4.343392)
C (-3.816595, -1.171002, -2.960342)
F (-4.668918, -1.611060, -1.992930)
C (-2.423131, -1.247841, -2.711779)
P (-1.856783, -1.222705, -1.019196)
C (-2.897752, 0.043729, -0.217450)
C (-3.980955, -0.244172, 0.606393)
C (-4.731121, 0.786491, 1.155347)
C (-4.415060, 2.108152, 0.876404)
C (-3.350062, 2.398932, 0.034689)
C (-2.594877, 1.373106, -0.512159)
C (-2.339070, -2.814373, -0.281849)
C (-2.299531, -3.005412, 1.096249)
C (-2.569781, -4.254981, 1.632744)
C (-2.873718, -5.322406, 0.800533)
C (-2.904061, -5.137212, -0.574885)
C (-2.635912, -3.888805, -1.114170)
C (-1.598954, -1.024898, -3.861591)
Br (0.238361, -1.536762, -3.820761)
C (-2.128029, -0.616870, -5.047403)
F (-1.329495, -0.427406, -6.128752)
H (-4.242629, -1.271656, 0.819020)
H (-5.567346, 0.552125, 1.803224)
H (-4.998135, 2.909896, 1.313861)
H (-3.088783, 3.426446, -0.187662)
H (-1.742566, 1.596943, -1.146424)
H (-2.005533, -2.190162, 1.745843)
H (-2.510254, -4.395757, 2.704624)
H (-3.071006, -6.301404, 1.221798)
H (-3.130062, -5.968077, -1.232448)
H (-2.650162, -3.740659, -2.186610)
O (0.374604, 1.565712, -1.253585)
C (0.728922, 2.661569, -0.704028)
C (0.196555, 3.895991, -1.188491)
C (0.517664, 5.111284, -0.634928)
C (1.396668, 5.188008, 0.450384)
C (1.937830, 4.013771, 0.935809)
C (1.652117, 2.761309, 0.385718)
C (2.306764, 1.580246, 0.947112)
N (2.028463, 0.300705, 0.768592)
C (2.896051, -0.437333, 1.539453)
C (3.726287, 0.402587, 2.198551)
N (3.345581, 1.671390, 1.821481)
H (-0.481981, 3.824456, -2.031445)
H (0.078726, 6.017112, -1.041014)
H (1.638007, 6.137165, 0.911398)
H (2.589352, 4.080149, 1.801177)
H (2.854321, -1.514084, 1.551182)
H (4.549866, 0.222639, 2.864454)
H (3.821459, 2.520233, 2.058023)
N (0.654789, -3.355354, 2.535967)
C (0.427149, -2.159949, 2.995976)
N (-0.091555, -1.150270, 2.303842)
C (-0.149085, 0.008955, 3.032466)
C (-0.577526, 1.243756, 2.542162)
C (-0.559240, 2.360232, 3.362805)
C (-0.124127, 2.276609, 4.683678)
C (0.307424, 1.055016, 5.193461)
C (0.295738, -0.056142, 4.370626)
S (0.804357, -1.689641, 4.713791)
H (0.722495, -3.412168, 0.847342)
H (1.054486, -3.963753, 3.238416)
H (-0.897777, 1.322578, 1.511489)
H (-0.874224, 3.314618, 2.956655)
H (-0.112187, 3.159164, 5.311983)
H (0.657063, 0.977350, 6.216662)
Br (6.540191, -0.148160, -0.160575)
C (5.201588, 0.831967, -1.105722)
C (5.411542, 2.202141, -1.188701)
C (4.506691, 3.000343, -1.872994)
C (3.395598, 2.421457, -2.464856)
C (3.187290, 1.057055, -2.347122)
C (4.079015, 0.229917, -1.664870)
C (3.759008, -1.265733, -1.615026)
O (4.703832, -2.054486, -1.667178)
O (2.524148, -1.564231, -1.554409)
H (6.284018, 2.634778, -0.716333)
H (4.664124, 4.070993, -1.924250)
H (2.666306, 3.032368, -2.980919)
H (2.296613, 0.606558, -2.762615)
C (1.689631, -4.126943, -0.725037)
O (0.689272, -3.316995, -0.139509)
H (1.519482, -5.184954, -0.485728)
H (2.692944, -3.831121, -0.411112)
H (1.638803, -3.992865, -1.803949)

Cartesian forces (eV/Å) of the 2 atoms listed first:
Hg -0.0448 -0.0698 0.0112
F 0.0264 -0.0710 0.0501

## Properties
Molar mass in g mol⁻¹: 1154.16
Highest occupied orbital energy (spin up / spin down) in eV: -0.6 / -2.6
Lowest unoccupied orbital energy (spin up / spin down) in hartree: 0.1464 / 0.1464
Multiplicity: 2
Charge: -2
ΔE to the lowest compared entry with this formula, charge and spin in kJ/mol: 28.6

Here are the Mulliken charges for atoms 1 to 2, given in e: number 1, Hg, carries 3.83; number 2, F, carries -0.33